C23H44LaNP3S | ωB97M-V/def2-TZVPD

Values from the calculation:
* energy relative to the best compared isomer or geometry (same formula, charge and spin): 1.4221 eV
* net charge: +3
* M: 598.51 g mol⁻¹
* E_HOMO: -15.691 eV
* LUMO: -9.051 eV

Last column: Mulliken charge in e.
Cartesian coordinates (Å):
La1 0.848 -0.198 -2.293  0.6381
P1 -1.130 -1.863 -1.105  0.7455
P2 -0.045 2.015 -0.181  0.7382
P3 1.873 -1.655 3.332  1.0920
H1 1.848 -3.071 -2.218  0.2525
C1 2.735 -2.797 -1.623  -0.6515
C2 2.558 -3.306 -0.219  0.1231
H2 1.694 -2.809 0.245  -0.4100
C3 -2.062 -2.382 -2.598  -1.2395
C4 -2.466 -1.014 -0.187  -1.3003
C5 -0.991 -3.410 -0.157  -0.8780
C6 1.013 3.443 0.294  -1.4480
C7 -1.346 2.981 -1.067  -1.3103
C8 -0.931 1.859 1.429  -1.2477
C9 2.533 -2.638 4.693  -1.2311
C10 0.085 -1.922 3.129  -0.7782
C11 2.245 0.081 3.645  -1.0468
H3 3.604 -3.193 -2.199  0.4162
H4 2.487 -4.396 0.000  0.5506
H5 -1.487 -3.115 -3.184  0.3797
H6 -2.307 -1.522 -3.240  0.2967
H7 -2.993 -2.845 -2.243  0.5060
H8 -2.599 0.006 -0.573  0.3153
H9 -2.209 -0.946 0.878  0.2427
H10 -3.411 -1.564 -0.303  0.5814
H11 -0.373 -4.132 -0.708  0.3767
H12 -1.984 -3.850 0.009  0.4854
H13 -0.517 -3.190 0.810  -0.1566
H14 0.360 4.162 0.808  0.5184
H15 1.462 3.927 -0.584  0.3940
H16 1.809 3.116 0.974  0.4142
H17 -1.903 3.635 -0.378  0.5462
H18 -2.048 2.284 -1.541  0.2962
H19 -0.880 3.595 -1.847  0.3574
H20 -1.243 2.867 1.742  0.5209
H21 -0.282 1.431 2.206  0.1781
H22 -1.820 1.228 1.315  0.3509
H23 2.808 -2.002 5.546  0.4154
H24 3.436 -3.164 4.352  0.3839
H25 1.811 -3.392 5.035  0.4180
H26 -0.414 -1.675 4.083  0.5020
H27 -0.167 -2.965 2.861  0.4368
H28 -0.329 -1.266 2.341  -0.1828
H29 2.056 0.368 4.688  0.4755
H30 1.638 0.703 2.975  0.0036
H31 3.301 0.280 3.415  0.3919
C12 3.795 -1.025 -0.078  0.0360
C13 3.887 0.320 0.228  -0.5330
C14 3.485 1.243 -0.769  -0.9799
C15 3.347 0.855 -2.126  -0.9798
C16 3.237 -0.492 -2.454  -0.5635
C17 2.927 -1.325 -1.287  0.8294
S1 3.857 -2.484 0.989  -0.1152
H32 2.889 -1.981 1.929  -0.3004
H33 4.193 0.689 1.235  0.6056
H34 3.422 2.295 -0.532  0.9304
H35 3.411 1.533 -2.965  0.7881
H36 3.303 -1.017 -3.427  0.9151
H37 1.931 -1.091 -0.665  -0.4789
N1 0.500 -0.914 -4.789  -0.4080
C18 0.003 0.444 -4.874  -0.1978
C19 0.917 1.498 -4.723  -0.3836
C20 0.436 2.806 -4.486  -0.4473
C21 -0.950 3.032 -4.477  -0.7058
C22 -1.853 1.964 -4.538  -0.7174
C23 -1.386 0.656 -4.758  -0.2304
H38 -0.165 -1.661 -5.000  0.2502
H39 1.406 -1.101 -5.245  0.2834
H40 2.003 1.303 -4.823  0.7378
H41 1.137 3.650 -4.407  0.5019
H42 -1.326 4.058 -4.388  0.4806
H43 -2.933 2.160 -4.489  0.4907
H44 -2.077 -0.183 -4.857  0.7290

Forces on atoms 1 to 6 (eV/Å):
La -1.6 2.3 -0.8
P -1.5 -1.0 0.9
P -0.7 1.3 0.5
P 0.2 -0.1 -1.0
H -0.1 0.4 0.1
C 1.3 -0.2 0.8

***

C23H44N3O4S | ωB97M-V/def2-TZVPD

Values from the calculation:
* net charge: +1
* M: 458.69 g mol⁻¹
* E_HOMO: -11.728 eV
* LUMO: -2.716 eV

Last column: Mulliken charge in e.
Cartesian coordinates (Å):
C1 -2.122 6.386 0.503  -0.6676
O1 -1.247 5.903 -0.499  -0.4875
C2 -0.872 4.562 -0.311  0.1048
C3 0.271 4.378 0.706  -0.8216
C4 1.373 3.415 0.249  -1.0582
C5 1.058 1.925 0.481  -0.5332
C6 0.409 1.331 -0.769  -1.3094
S1 -0.034 -0.403 -0.594  1.1016
C7 0.219 -0.998 -2.273  -0.7419
C8 -0.983 -1.813 -2.824  -1.3276
C9 -2.287 -1.749 -2.034  -0.4787
C10 -3.008 -0.391 -2.175  -1.1405
N1 -3.184 0.303 -0.894  0.4147
C11 -3.647 1.681 -1.114  -1.3047
C12 -4.163 -0.398 -0.079  0.5858
C13 -3.659 -0.989 1.201  -1.0395
O2 -5.306 -0.491 -0.446  -0.5395
O3 1.184 -0.906 0.336  -0.3962
C14 1.585 -2.301 0.266  -0.2633
C15 0.415 -3.248 0.419  -0.8580
N2 -0.264 -3.143 1.693  0.0454
C16 -0.001 -4.200 2.666  -0.8807
C17 -0.266 -3.755 4.104  0.5776
C18 0.685 -4.422 5.091  -1.4887
O4 -1.630 -4.049 4.382  -0.5304
H1 -1.673 6.324 1.501  0.2899
H2 -3.066 5.829 0.498  0.2576
H3 -2.325 7.432 0.278  0.2803
H4 -1.752 3.975 -0.008  -0.0310
H5 -0.555 4.200 -1.295  0.3247
H6 -0.132 4.011 1.654  0.3930
H7 0.702 5.365 0.882  0.3840
H8 2.305 3.649 0.763  0.4736
H9 1.571 3.582 -0.816  0.4073
H10 0.393 1.820 1.344  0.5729
H11 1.984 1.388 0.683  0.3155
H12 -0.538 1.812 -1.028  0.1897
H13 1.100 1.415 -1.612  0.7613
H14 1.137 -1.586 -2.304  0.3910
H15 0.410 -0.111 -2.880  0.7649
H16 -1.190 -1.424 -3.824  0.4381
H17 -0.665 -2.848 -2.955  0.4128
H18 -2.939 -2.540 -2.410  0.5689
H19 -2.132 -1.965 -0.975  0.2628
H20 -3.982 -0.565 -2.650  0.4122
H21 -2.448 0.291 -2.824  0.6005
H22 -4.534 1.730 -1.755  0.3864
H23 -2.847 2.254 -1.589  0.3600
H24 -3.886 2.146 -0.157  0.3917
H25 -4.364 -0.770 2.005  0.4558
H26 -3.613 -2.076 1.092  0.2886
H27 -2.669 -0.619 1.458  0.1091
H28 2.268 -2.399 1.112  0.4866
H29 2.158 -2.488 -0.648  0.1059
H30 0.813 -4.259 0.285  0.5488
H31 -0.306 -3.106 -0.398  -0.0045
H32 -0.151 -2.232 2.114  0.1607
H33 -0.667 -5.046 2.475  0.3283
H34 1.033 -4.570 2.590  0.4412
H35 -0.119 -2.664 4.152  0.0921
H36 1.667 -3.949 5.040  0.3539
H37 0.812 -5.479 4.847  0.3507
H38 0.311 -4.339 6.113  0.4356
H39 -1.774 -4.026 5.334  0.3293
N3 4.157 1.404 -1.221  -0.1935
C19 3.853 0.120 -1.400  0.0306
C20 4.554 -0.730 -2.240  -0.7289
C21 5.644 -0.219 -2.929  -0.4695
C22 5.978 1.112 -2.747  -0.4185
C23 5.206 1.881 -1.887  -0.3313
H40 3.001 -0.223 -0.827  0.5101
H41 4.263 -1.767 -2.351  0.3685
H42 6.224 -0.848 -3.592  0.4052
H43 6.820 1.552 -3.262  0.3815
H44 5.439 2.927 -1.723  0.3930

Forces on atoms 1 to 6 (eV/Å):
C 0.1 0.1 0.0
O -0.1 0.0 0.0
C 0.0 -0.2 0.1
C -0.1 -0.2 -0.1
C -0.1 0.1 0.0
C -0.1 0.2 -0.1

***

C23H45N2O8P2 | ωB97M-V/def2-TZVPD

Values from the calculation:
* net charge: +1
* M: 539.57 g mol⁻¹
* E_HOMO: -11.330 eV
* LUMO: -3.201 eV

Last column: Mulliken charge in e.
Cartesian coordinates (Å):
C1 5.284 0.572 2.488  -1.7000
C2 4.395 1.291 1.448  1.7926
C3 4.506 2.799 1.747  -1.7801
C4 4.982 1.039 0.045  -1.4957
C5 4.435 -0.196 -0.731  0.8112
C6 5.624 -0.966 -1.329  -1.8388
C7 3.600 -1.156 0.106  -1.0947
O1 2.211 -0.692 0.079  -0.3785
P1 1.144 -1.498 0.922  1.5245
C8 -0.455 -0.952 0.267  -1.4029
C9 -0.354 0.433 -0.426  -0.3784
C10 -1.660 1.234 -0.287  -0.8587
C11 -2.923 0.435 -0.567  -0.6044
O2 -4.068 1.320 -0.479  -0.1489
C12 -4.448 1.520 0.818  0.0737
O3 -5.135 0.741 1.411  -0.4627
C13 1.208 -3.293 0.698  -1.4077
C14 2.018 -4.123 1.716  0.0308
O4 3.394 -3.834 1.731  -0.4922
C15 1.845 -5.613 1.313  -1.1209
N1 2.566 -6.541 2.148  -0.5331
C16 1.330 -1.000 2.664  0.2950
C17 0.358 -0.182 3.214  -0.2699
C18 0.545 0.225 4.535  -0.8429
C19 1.689 -0.234 5.153  -0.3703
C20 2.595 -1.072 4.517  -0.8512
N2 2.426 -1.454 3.259  -0.0417
H1 5.705 -0.336 2.055  0.3933
H2 4.783 0.390 3.437  0.2580
H3 6.127 1.230 2.709  0.5236
H4 3.334 1.048 1.543  -0.2652
H5 4.229 2.999 2.785  0.4096
H6 5.551 3.098 1.659  0.4116
H7 3.860 3.394 1.103  0.4427
H8 6.056 0.903 0.183  0.4272
H9 4.843 1.940 -0.554  0.3292
H10 3.788 0.185 -1.523  0.3437
H11 5.253 -1.858 -1.837  0.4609
H12 6.316 -1.252 -0.537  0.3674
H13 6.139 -0.317 -2.034  0.4489
H14 3.642 -2.131 -0.385  0.4237
H15 3.981 -1.301 1.114  0.6337
H16 -0.678 -1.687 -0.509  0.5233
H17 -1.200 -1.000 1.058  0.7020
H18 0.436 1.030 0.031  0.2228
H19 -0.061 0.297 -1.465  0.4896
H20 -1.610 2.094 -0.953  0.3565
H21 -1.704 1.606 0.741  0.2311
H22 -3.102 -0.344 0.176  0.4106
H23 -2.958 0.034 -1.577  0.3125
H24 -4.119 2.452 1.300  0.4314
H25 1.514 -3.572 -0.315  0.5427
H26 0.168 -3.623 0.788  0.6202
H27 1.592 -4.029 2.714  0.5069
H28 3.739 -4.095 0.869  0.4096
H29 0.792 -5.885 1.205  0.3844
H30 2.288 -5.695 0.312  0.4535
H31 2.438 -6.361 3.133  0.2600
H32 3.543 -6.589 1.911  0.2710
H33 -0.502 0.165 2.663  0.4014
H34 -0.150 0.885 5.031  0.4954
H35 1.893 0.067 6.172  0.4374
H36 3.481 -1.400 5.044  0.5011
C21 -7.906 5.350 -4.675  -0.7318
O5 -7.899 4.054 -4.039  -0.2607
P2 -7.194 2.823 -4.845  1.0809
O6 -8.184 2.374 -5.837  -0.6728
O7 -7.167 1.883 -3.520  -0.3940
C22 -6.660 2.403 -2.289  -0.5587
O8 -5.743 2.367 -5.400  -0.3678
C23 -5.642 0.999 -5.805  -0.5874
H37 -8.427 6.036 -4.013  0.2364
H38 -6.890 5.714 -4.829  0.3178
H39 -8.432 5.300 -5.629  0.3363
H40 -7.492 2.688 -1.646  0.2997
H41 -6.017 3.272 -2.448  0.3140
H42 -6.082 1.624 -1.801  0.1633
H43 -6.074 0.873 -6.796  0.2675
H44 -6.132 0.335 -5.096  0.3017
H45 -4.580 0.761 -5.842  0.2299

Forces on atoms 1 to 6 (eV/Å):
C -0.3 0.2 -0.3
C 0.9 1.0 0.3
C -0.2 -0.4 0.4
C -0.7 -0.3 0.2
C 0.5 0.4 0.5
C -0.7 0.2 0.0

***

no.,frontier orbital gap (eV)
1,6.64
2,9.01
3,8.13